No. 1
C33H70N | ωB97M-V/def2-TZVPD

Geometry as XYZ:
```
104
Properties=species:S:1:pos:R:3:forces:R:3
C -1.649 4.204 -3.087 1.1 0.2 0.6
C -0.761 3.730 -1.809 -0.1 -0.5 -0.6
C -1.667 2.929 -0.715 1.4 1.6 0.2
C -0.943 2.782 0.705 -0.1 0.7 0.3
N -2.028 1.627 -1.368 -2.3 -3.0 -1.5
C -3.429 1.471 -1.743 0.1 -3.1 -1.5
C -3.997 0.223 -2.468 4.4 0.9 1.2
C -2.997 -0.909 -2.818 0.9 3.0 1.7
C -1.519 -0.753 -2.405 -2.8 3.5 0.6
C -1.095 0.587 -1.672 -1.9 -1.9 -1.6
H -0.950 4.190 -4.006 -1.3 0.4 1.4
H -2.499 3.484 -3.335 1.1 1.1 0.5
H -2.010 5.266 -2.834 0.3 -1.7 -0.8
H -0.209 4.608 -1.308 -1.1 -1.3 -0.8
H 0.050 3.035 -2.251 -1.2 0.9 1.1
H -2.623 3.550 -0.530 1.4 -1.3 -0.5
H -0.066 2.056 0.729 -1.3 0.9 -0.2
H -0.516 3.826 0.958 -0.7 -1.7 -0.5
H -1.687 2.546 1.555 1.1 0.1 -1.5
H -4.171 2.313 -1.522 1.6 -1.2 -0.1
H -5.104 0.205 -2.749 1.9 0.0 0.5
H -3.404 -1.820 -3.374 0.9 1.4 0.9
H -0.735 -1.543 -2.644 -1.2 1.4 0.5
H 0.014 0.712 -1.399 -2.1 0.1 -0.3
C -2.749 -1.336 0.632 -0.4 -0.1 0.2
C -2.335 -1.473 2.091 0.1 0.1 0.0
C -0.986 -2.169 2.271 0.0 -0.1 0.2
C -0.922 -3.615 1.773 0.0 0.0 -0.1
C -1.943 -4.568 2.397 0.1 -0.1 0.0
C -1.772 -4.731 3.902 -0.2 -0.1 0.0
H -2.881 -2.314 0.161 0.0 0.0 0.0
H -3.700 -0.801 0.556 0.0 -0.1 -0.1
H -2.008 -0.788 0.055 0.1 -0.1 0.2
H -3.117 -2.001 2.646 0.1 0.0 0.0
H -2.271 -0.471 2.529 0.0 -0.1 0.1
H -0.715 -2.137 3.331 0.0 0.0 -0.1
H -0.216 -1.589 1.747 0.0 0.0 0.0
H 0.086 -4.001 1.964 -0.1 0.0 0.0
H -1.047 -3.632 0.684 0.0 0.0 0.0
H -1.832 -5.550 1.926 0.0 0.1 0.0
H -2.962 -4.235 2.177 0.0 0.0 0.0
H -0.773 -5.102 4.143 0.0 0.1 0.0
H -2.500 -5.450 4.286 0.1 0.1 0.0
H -1.929 -3.788 4.431 0.0 -0.1 0.0
C -4.010 5.257 -9.195 -0.2 0.0 0.0
C -3.599 5.125 -7.735 0.1 0.1 0.0
C -2.248 4.433 -7.546 0.0 0.0 0.1
C -2.178 2.985 -8.039 0.0 0.0 -0.1
C -3.200 2.033 -7.416 0.1 0.0 -0.1
C -3.035 1.875 -5.911 -0.2 -0.1 0.1
H -4.139 4.281 -9.668 0.0 0.1 0.0
H -4.961 5.790 -9.272 0.1 0.0 -0.1
H -3.261 5.818 -9.761 0.0 -0.1 0.0
H -4.381 4.596 -7.180 0.0 0.0 0.0
H -3.539 6.128 -7.299 0.0 -0.1 0.0
H -1.980 4.470 -6.484 0.0 0.0 0.0
H -1.477 5.013 -8.068 -0.1 0.0 0.0
H -1.170 2.602 -7.843 0.0 0.0 0.0
H -2.299 2.965 -9.127 0.0 0.0 0.1
H -3.085 1.049 -7.883 0.0 0.1 0.0
H -4.218 2.362 -7.642 0.0 0.0 0.0
H -2.035 1.506 -5.664 0.0 0.1 0.0
H -3.764 1.155 -5.527 0.1 0.0 0.0
H -3.196 2.820 -5.386 0.0 0.0 0.0
C 2.701 -2.198 8.652 0.0 0.1 0.1
C 1.397 -1.772 7.989 0.0 -0.1 0.0
C 1.183 -2.407 6.614 -0.1 0.0 -0.1
C 2.226 -2.042 5.554 0.1 0.0 0.1
C 2.382 -0.546 5.278 0.0 -0.1 -0.1
C 1.118 0.099 4.728 0.0 0.2 0.0
H 3.571 -1.882 8.072 0.0 -0.1 0.0
H 2.783 -1.745 9.644 0.1 -0.1 -0.1
H 2.741 -3.284 8.772 0.0 0.1 0.0
H 1.362 -0.680 7.917 0.0 0.0 0.0
H 0.566 -2.064 8.639 0.0 0.1 -0.1
H 0.185 -2.133 6.254 0.0 0.0 0.0
H 1.171 -3.498 6.725 0.0 0.1 0.0
H 1.959 -2.550 4.619 0.0 0.0 0.0
H 3.200 -2.448 5.847 -0.1 0.0 0.0
H 3.186 -0.410 4.546 0.0 0.0 0.1
H 2.700 -0.020 6.183 0.0 0.0 0.0
H 0.807 -0.386 3.799 0.0 0.0 0.1
H 1.299 1.156 4.512 -0.1 0.0 0.0
H 0.293 0.045 5.442 0.0 0.0 -0.1
C 2.913 -1.496 0.323 -0.1 -0.2 -0.1
C 3.809 -2.038 1.430 0.0 0.1 0.1
C 4.860 -1.033 1.905 0.1 -0.1 0.1
C 5.876 -0.596 0.846 -0.1 0.0 -0.1
C 6.677 -1.729 0.201 0.1 0.1 0.0
C 7.545 -2.493 1.193 0.0 -0.2 -0.1
H 3.484 -1.259 -0.578 0.0 0.0 0.0
H 2.160 -2.241 0.051 0.0 0.1 0.0
H 2.392 -0.591 0.651 0.0 0.0 0.0
H 4.287 -2.963 1.095 0.0 0.1 0.0
H 3.179 -2.310 2.284 0.1 0.0 0.0
H 5.389 -1.459 2.763 0.0 0.0 0.0
H 4.350 -0.138 2.282 0.0 0.0 0.0
H 6.573 0.112 1.308 0.0 0.0 0.0
H 5.362 -0.037 0.056 0.0 0.0 0.1
H 7.326 -1.299 -0.569 -0.1 0.0 0.0
H 6.009 -2.425 -0.315 0.0 0.0 0.0
H 8.250 -1.823 1.691 -0.1 0.0 0.0
H 8.122 -3.261 0.672 0.0 0.0 0.1
H 6.943 -2.992 1.956 0.1 0.0 0.0
```
Positions in Å, forces in eV/Å.

Output
**LUMO level**: -4.516 eV
**Frontier orbital gap**: 7.9203 eV
**Net charge**: +1

***

No. 2
C33H71IO8P2 | ωB97M-V/def2-TZVPD

Geometry as XYZ:
```
115
Properties=species:S:1:pos:R:3:forces:R:3
C -1.646 -1.843 -1.168 0.7 0.5 0.0
C -0.464 -0.838 -0.973 -1.0 0.1 -0.2
C -0.623 0.308 -2.022 0.7 0.6 0.9
C 0.713 0.904 -2.550 -0.9 0.1 -0.2
P 1.455 -0.256 -3.863 -0.8 1.9 1.7
C 2.537 1.132 -4.524 0.3 -0.2 0.0
P 2.213 -1.695 -5.390 0.7 -1.2 -2.0
O 0.985 -1.861 -6.530 0.8 0.4 1.0
I 2.268 -3.852 -4.154 -0.4 0.2 0.0
H -2.553 -1.331 -0.816 0.1 -0.4 0.0
H -1.483 -2.808 -0.660 -0.2 0.5 -0.2
H -1.754 -2.007 -2.251 0.0 -0.3 0.3
H -0.568 -0.365 0.017 0.2 -0.3 -0.2
H 0.518 -1.329 -0.983 -0.2 0.1 -0.3
H -1.155 1.130 -1.510 0.0 -0.3 -0.3
H -1.290 0.006 -2.847 0.4 0.0 0.1
H 0.460 1.873 -3.030 0.2 -0.4 0.0
H 1.442 1.142 -1.744 -0.4 -0.4 -0.4
H 1.858 -1.130 -2.791 0.3 -0.1 -0.5
H 0.129 -0.384 -4.422 0.0 -0.2 -0.2
H 3.442 0.785 -5.038 -0.2 0.1 0.2
H 1.975 1.769 -5.223 -0.1 -0.4 0.2
H 2.787 1.763 -3.658 0.1 -0.3 -0.2
H 0.144 -1.507 -6.212 -0.3 -0.1 0.2
C 6.558 -3.397 -3.872 -0.1 -0.1 -0.2
C 7.869 -2.663 -4.103 0.2 0.0 0.1
C 7.401 -1.225 -4.252 -0.2 0.1 -0.1
O 6.226 -1.091 -3.447 0.1 -0.1 0.0
C 5.782 -2.393 -3.039 0.0 0.2 0.2
H 6.673 -4.360 -3.376 0.0 0.0 0.0
H 6.050 -3.563 -4.827 0.0 0.0 0.1
H 8.509 -2.760 -3.221 0.0 0.0 0.0
H 8.427 -3.020 -4.969 0.0 0.0 0.0
H 7.130 -1.001 -5.290 0.1 0.0 0.0
H 8.151 -0.501 -3.926 -0.1 0.0 0.0
H 6.002 -2.508 -1.971 0.0 -0.1 0.0
H 4.704 -2.473 -3.183 0.1 0.1 0.0
C -6.313 -0.383 1.887 -0.1 -0.3 0.2
C -5.708 0.974 2.190 -0.1 0.3 0.0
C -4.220 0.681 2.103 0.1 -0.2 0.1
O -4.063 -0.374 1.144 -0.1 0.1 0.1
C -5.352 -0.931 0.847 0.0 0.0 -0.3
H -7.341 -0.336 1.530 0.1 0.0 -0.1
H -6.291 -1.007 2.786 0.0 0.0 0.0
H -5.994 1.685 1.416 0.0 0.0 0.0
H -6.004 1.381 3.155 0.1 -0.1 0.0
H -3.827 0.329 3.063 0.0 0.1 0.0
H -3.636 1.549 1.788 0.0 -0.1 -0.1
H -5.634 -0.612 -0.160 -0.1 -0.1 0.0
H -5.292 -2.021 0.864 0.1 0.0 0.0
C -6.899 2.853 -2.360 0.1 -0.1 -0.2
C -8.403 2.738 -2.195 -0.2 0.2 0.1
C -8.548 1.338 -1.623 0.0 -0.3 0.0
O -7.364 1.077 -0.859 0.0 0.3 -0.2
C -6.390 2.095 -1.146 0.0 0.0 0.1
H -6.538 3.880 -2.399 0.0 0.0 0.0
H -6.585 2.346 -3.277 0.0 0.0 0.0
H -8.756 3.477 -1.470 0.0 0.0 0.0
H -8.960 2.877 -3.121 0.0 0.0 0.0
H -8.609 0.588 -2.419 -0.1 0.0 0.0
H -9.424 1.234 -0.981 0.1 -0.1 0.0
H -6.317 2.751 -0.273 0.1 0.1 -0.1
H -5.417 1.632 -1.316 0.0 -0.1 0.1
C 5.072 3.701 -0.203 0.1 0.2 -0.2
C 3.797 4.195 0.460 -0.1 0.0 0.2
C 2.730 3.441 -0.316 -0.1 0.0 -0.2
O 3.319 2.198 -0.722 0.1 0.2 0.1
C 4.734 2.252 -0.496 0.0 -0.2 0.1
H 5.962 3.810 0.415 0.0 0.0 0.0
H 5.238 4.244 -1.138 0.0 0.0 0.0
H 3.782 3.889 1.510 0.0 0.0 0.0
H 3.668 5.276 0.419 0.0 0.0 0.0
H 2.434 3.988 -1.219 0.0 0.1 0.0
H 1.836 3.244 0.278 0.0 -0.1 -0.1
H 4.966 1.610 0.362 0.1 0.0 0.0
H 5.258 1.864 -1.371 -0.1 -0.1 0.0
C -8.481 1.217 6.828 -0.2 -0.1 -0.1
C -7.460 0.480 7.677 0.1 0.1 0.2
C -6.514 -0.068 6.622 0.0 -0.2 -0.2
O -6.531 0.863 5.533 -0.2 0.0 0.2
C -7.613 1.784 5.717 0.2 0.2 0.0
H -9.031 1.986 7.369 0.0 0.0 0.0
H -9.203 0.508 6.414 0.0 0.0 0.0
H -6.933 1.187 8.323 0.0 0.0 0.0
H -7.891 -0.299 8.306 0.0 0.0 0.0
H -6.856 -1.038 6.246 0.0 0.0 0.1
H -5.492 -0.179 6.989 0.0 0.0 -0.1
H -7.189 2.753 6.000 -0.1 0.0 0.0
H -8.154 1.903 4.777 0.1 0.0 0.0
C 9.214 1.519 1.774 -0.2 -0.1 0.2
C 9.600 0.631 0.604 0.3 0.0 -0.1
C 8.728 1.185 -0.509 -0.3 0.0 -0.1
O 8.548 2.581 -0.235 0.1 -0.1 0.2
C 9.006 2.861 1.093 0.1 0.1 -0.2
H 9.963 1.557 2.565 0.0 0.0 0.0
H 8.273 1.171 2.211 0.0 0.0 0.0
H 10.656 0.775 0.360 0.0 0.0 0.0
H 9.435 -0.431 0.784 0.0 0.0 0.0
H 7.740 0.710 -0.515 0.0 -0.1 0.0
H 9.176 1.063 -1.496 0.0 0.1 0.0
H 9.946 3.418 1.017 0.0 0.0 0.1
H 8.274 3.486 1.607 0.0 0.0 -0.1
C -0.374 -5.838 2.700 0.2 -0.1 0.0
C -0.622 -4.405 3.138 -0.2 0.1 0.1
C -0.290 -3.630 1.874 0.2 0.1 -0.2
O -0.613 -4.486 0.770 0.0 -0.1 0.3
C -0.853 -5.811 1.259 -0.2 0.1 -0.2
H -0.894 -6.580 3.306 0.0 0.0 0.0
H 0.697 -6.058 2.735 0.0 0.0 0.0
H -1.677 -4.271 3.393 0.0 0.0 0.0
H -0.023 -4.096 3.994 0.0 0.0 0.0
H 0.778 -3.395 1.820 0.0 0.0 0.1
H -0.855 -2.700 1.790 0.0 0.0 -0.1
H -1.929 -6.006 1.195 0.0 -0.1 0.0
H -0.332 -6.531 0.627 0.0 0.1 -0.1
```
Positions in Å, forces in eV/Å.

Output
**LUMO level**: 0.638 eV
**Frontier orbital gap**: 7.9244 eV
**Net charge**: 0
**SMILES string**: CCCC[PH2](C)P(O)I.C1CCOC1.C1CCOC1.C1CCOC1.C1CCOC1.C1CCOC1.C1CCOC1.C1CCOC1